# C8H9N3O

One molecule with the formula C8H9N3O in a non-equilibrium geometry (wB97M-V/def2-TZVPD, OMol25).

XYZ file:
```
21
Properties=species:S:1:pos:R:3
C -4.31761 -1.17170 0.00810
C -3.40799 -0.23567 0.12592
C -0.39035 1.38862 1.08166
C -2.23141 1.87538 -0.02296
C 0.93026 0.72798 1.28818
C 1.39219 -0.38481 0.31511
C 0.18262 -1.06386 -0.36042
C -0.76916 -0.01218 -0.95713
N -4.76960 -2.24593 0.16488
N -3.42586 1.06863 -0.03160
N -1.03055 1.07041 0.04347
O -2.22075 3.04067 -0.07840
H 1.68534 1.58463 1.14254
H 0.92698 0.42765 2.41016
H 1.85169 0.04508 -0.60828
H 2.15005 -1.11390 0.83572
H 0.41875 -1.88145 -1.01135
H -0.40425 -1.76752 0.35160
H -0.30183 0.47704 -1.94502
H -1.66133 -0.42576 -1.18858
H -4.17985 1.65767 -0.19916
```

Calculated values
total charge: 0
E_tot: -14953.5908 eV
multiplicity: 1
LUMO level: -1.48 eV
Kohn-Sham gap: 6.622 eV
ΔE to the lowest compared entry with this formula, charge and spin: 5.6252 eV
HOMO: -8.099 eV

List of natural (NBO) charges in e, atom by atom: 0.07, 0.10, 0.14, 0.85, -0.54, -0.42, -0.43, -0.22, -0.20, -0.56, -0.48, -0.47, 0.25, 0.25, 0.20, 0.23, 0.23, 0.21, 0.20, 0.21, 0.40



# C26H36N3O

A 2-piece molecular cluster, C26H36N3O overall in a non-equilibrium geometry (wB97M-V/def2-TZVPD, OMol25).

XYZ file:
```
66
Properties=species:S:1:pos:R:3
C -2.32103 -2.55933 1.76688
N -3.14313 -1.36625 1.96623
C -2.89150 -0.76177 3.28494
C -4.00030 0.18728 3.71795
O -4.90000 0.51162 2.66191
C -5.53599 -0.66244 2.16977
C -4.54766 -1.70040 1.67663
H -2.94134 -3.39222 1.41600
H -1.55512 -2.35230 1.01603
H -1.83032 -2.87332 2.69887
H -2.79120 -1.54936 4.05024
H -1.94610 -0.20768 3.21945
H -4.55864 -0.26579 4.56279
H -3.57166 1.14812 4.02949
H -6.16530 -1.10856 2.96503
H -6.16769 -0.33176 1.33833
H -4.63799 -1.80287 0.58911
H -4.79232 -2.66391 2.14732
C 5.90940 -2.99489 3.32456
C 6.19082 -3.50632 1.90853
C 5.08886 -2.91748 1.01442
N 4.07077 -2.42972 1.92520
C 2.88465 -1.90698 1.50656
C 1.87185 -1.56822 2.44366
C 0.66878 -1.03421 2.02523
C 0.39559 -0.77926 0.64726
C -0.83762 -0.20909 0.19247
C -0.81147 0.68811 -0.93069
C 0.22767 1.66743 -1.04851
C 0.24661 2.59172 -2.06864
C -0.70162 2.52107 -3.12328
N -0.68195 3.45752 -4.11566
C 0.14789 4.64586 -4.04230
C -0.25331 5.50624 -5.24892
C -1.00630 4.56682 -6.19876
C -1.43170 3.35010 -5.35495
C -1.67214 1.48096 -3.08625
C -1.76062 0.63622 -1.99376
C 1.45227 -1.09132 -0.28081
C 2.63533 -1.67399 0.12501
C 4.44524 -2.52484 3.32472
H 6.07207 -3.76495 4.07964
H 6.55351 -2.13982 3.55470
H 7.17901 -3.21078 1.55231
H 6.12506 -4.59831 1.88554
H 5.49081 -2.09681 0.39438
H 4.68471 -3.66758 0.31766
H 2.04490 -1.74702 3.50595
H -0.08755 -0.75962 2.76141
H -1.77189 -0.34928 0.73175
H 1.01451 1.70892 -0.29213
H 0.99965 3.38344 -2.08545
H -0.00152 5.18263 -3.09294
H 1.21862 4.38660 -4.09893
H -0.91535 6.31184 -4.91331
H 0.62575 5.95291 -5.71828
H -1.87165 5.05908 -6.64961
H -0.34146 4.22704 -7.00082
H -1.21221 2.40684 -5.87899
H -2.51787 3.36620 -5.16635
H -2.37616 1.38809 -3.91575
H -2.53750 -0.12907 -1.94312
H 1.30568 -0.88590 -1.34163
H 3.40047 -1.94277 -0.60641
H 3.80439 -3.24742 3.85475
H 4.33232 -1.55907 3.84361
```

Calculated values
total charge: +1
E_tot: -34056.4904 eV
multiplicity: 1
LUMO level: -4.27 eV
Kohn-Sham gap: 5.923 eV
ΔE to the lowest compared entry with this formula, charge and spin: 1.5642 eV
HOMO: -10.190 eV

List of natural (NBO) charges in e, atom by atom: -0.42, -0.47, -0.24, -0.08, -0.51, -0.08, -0.24, 0.21, 0.19, 0.19, 0.18, 0.18, 0.17, 0.20, 0.17, 0.20, 0.20, 0.17, -0.41, -0.41, -0.22, -0.38, 0.37, -0.30, -0.13, -0.12, 0.06, -0.23, -0.05, -0.32, 0.27, -0.37, -0.22, -0.41, -0.41, -0.22, -0.30, -0.06, -0.13, -0.31, -0.22, 0.23, 0.22, 0.23, 0.22, 0.20, 0.21, 0.23, 0.22, 0.26, 0.22, 0.23, 0.21, 0.19, 0.22, 0.23, 0.23, 0.22, 0.21, 0.20, 0.23, 0.22, 0.23, 0.23, 0.20, 0.21